Here is one molecule with the formula C4H8O2 from OMol25. Energies are from wB97M-V/def2-TZVPD.

Each atom is followed by the atoms it is bonded to, with distances in Å.
Atoms and positions in Å:
1 C 0.8401 0.5570 0.8907  C2 1.556, H7 1.089, H8 1.079, H9 1.112
2 C 0.5417 0.8241 -0.6128  C1 1.556, C3 1.534, H10 1.101, H11 1.102
3 C -0.4574 -0.2938 -0.9357  C2 1.534, O4 1.398, C5 1.526, H12 1.101
4 O 0.2059 -1.5057 -1.1505  C3 1.398, H13 0.974
5 C -1.2031 -0.3780 0.3924  C3 1.526, O6 1.218, H14 1.110
6 O -1.2504 -1.4015 1.0514  C5 1.218
7 H 0.7743 1.4388 1.5264  C1 1.089
8 H 1.7634 0.0129 1.0125  C1 1.079
9 H 0.1967 -0.2264 1.3480  C1 1.112
10 H 1.4469 0.7554 -1.2364  C2 1.101
11 H 0.1017 1.8151 -0.8100  C2 1.102
12 H -1.1702 -0.0743 -1.7449  C3 1.101
13 H -0.1360 -2.1026 -0.4609  O4 0.974
14 H -1.6535 0.5790 0.7297  C5 1.110

The calculation puts the energy above the lowest of the compared OMol25 structures with the same formula, charge and spin at 218.83 kJ/mol. Its spin multiplicity is 1. As for the SMILES: CC[C@@H](O)C=O. The HOMO energy comes out at -10.33 eV. The calculation puts the total energy at -307.62908 hartree. The LUMO energy comes out at 0.932 eV. The orbital gap comes out at 11.3 eV.